Entry 1:
DFT (the ωB97M-V functional and the def2-TZVPD basis) results for a cluster of 2 separate species, H3OS in total in a non-equilibrium geometry.

Results
Energy relative to the best compared isomer or geometry (same formula, charge and spin), kcal per mole: 5.0
HOMO, eV: -2.62
Electronic energy, hartree: -475.2606
Kohn-Sham gap, eV: 6.9
Total charge: -1
F_max, eV/A: 2.03

Atoms and positions in Å:
O1 -1.285 -0.640 -0.691
H1 -0.556 -0.096 -0.361
H2 1.755 -0.058 1.522
H3 -1.899 0.108 -0.905
S1 1.984 0.685 0.435

Formally, the Löwdin partial charges of the atoms, in units of the elementary charge, are as follows: atom 1 (O): -0.14, atom 2 (H): -0.07, atom 3 (H): -0.49, atom 4 (H): 0.03, atom 5 (S): -0.33

---

Entry 2:
DFT (the ωB97M-V functional and the def2-TZVPD basis) results for an isolated molecule of C4H11NOS.

Results
Structure (SMILES): N[C@@H](CO)CCS
Energy relative to the best compared isomer or geometry (same formula, charge and spin), kcal per mole: 26.5
HOMO, eV: -9.09
Electronic energy, hartree: -687.1671
Kohn-Sham gap, eV: 9.9
Total charge: 0
F_max, eV/A: 0.91

Atoms and positions in Å:
O1 -1.006 2.571 0.224
H1 -1.001 1.204 1.800
H2 -0.038 -1.898 0.233
H3 3.093 -2.018 -1.836
H4 1.796 0.323 -0.694
C1 -0.648 0.151 -0.009
H5 -2.661 0.303 -0.237
H6 0.598 -0.834 1.441
C2 -0.521 1.402 0.843
H7 -0.477 0.427 -1.057
C3 0.392 -0.905 0.367
H8 0.526 1.563 1.050
S1 1.785 -1.757 -1.873
N1 -2.025 -0.412 0.129
H9 -1.967 2.630 0.322
H10 2.569 -0.887 0.250
C4 1.706 -0.721 -0.379
H11 -2.121 -1.140 -0.575

These are the Löwdin partial charges, in e, on atoms 1 to 8: atom 1 (O): -0.05, atom 2 (H): 0.13, atom 3 (H): 0.10, atom 4 (H): -0.16, atom 5 (H): 0.07, atom 6 (C): -0.41, atom 7 (H): 0.07, atom 8 (H): 0.12

---

Entry 3:
DFT (the ωB97M-V functional and the def2-TZVPD basis) results for a structure of composition C27H42CrN3OP2 in a non-equilibrium geometry.

Results
Energy relative to the best compared isomer or geometry (same formula, charge and spin), kcal per mole: 37.1
HOMO (alpha / beta), eV: -6.35 / -6.68
Electronic energy, hartree: -3020.6261
Kohn-Sham gap (alpha / beta), eV: 6.9 / 7.3
Total charge: 0
2S+1: 2
F_max, eV/A: 4.12

Atoms and positions in Å:
C1 3.334 -3.710 -0.382
H1 -1.629 1.715 -3.135
H2 -3.117 -3.238 -3.132
C2 -1.316 -1.712 2.999
C3 1.084 -3.456 -1.479
H3 -4.670 -2.736 -2.432
N1 -1.470 -1.680 -0.690
H4 -0.772 2.725 -4.312
H5 -1.618 4.568 0.706
H6 4.089 -0.906 0.467
H7 -0.324 5.748 0.919
H8 -0.456 2.875 2.215
C4 0.377 3.777 0.426
H9 1.247 2.511 1.974
P1 0.117 2.275 -0.645
H10 -4.751 -3.221 0.383
C5 -3.125 0.292 1.114
H11 1.354 4.171 0.125
H12 3.784 -2.799 2.149
Cr1 -0.024 -0.078 -0.384
C6 -0.499 -1.241 1.967
C7 -0.082 3.011 -2.317
H13 -3.230 -3.940 0.960
C8 0.787 -3.276 2.201
C9 3.284 -0.875 1.211
H14 -0.792 5.254 -0.702
C10 0.617 -2.046 1.570
C11 -1.790 0.665 0.826
N2 -0.672 0.101 1.478
H15 0.592 -4.079 -0.728
H16 0.760 4.121 2.534
H17 4.238 -3.219 -0.020
H18 -3.281 -0.523 1.806
H19 4.008 0.936 2.153
H20 2.002 2.765 -2.844
C12 -4.195 0.939 0.556
H21 0.375 -2.743 -1.889
C13 -3.920 -3.883 0.121
O1 0.345 -0.256 -2.002
C14 -1.131 -2.960 3.577
H22 -0.780 3.845 -2.196
H23 2.273 0.652 2.368
H24 0.086 -4.729 3.621
H25 2.735 -2.130 -1.681
H26 1.634 -3.886 1.919
C15 -3.850 -3.456 -2.360
C16 -1.575 1.739 -0.121
C17 -2.280 -2.478 -0.860
H27 1.676 4.317 -2.055
H28 -4.310 -4.878 -0.090
H29 -1.796 -3.287 4.367
C18 -2.723 2.366 -0.651
H30 -0.002 1.268 -3.611
N3 -3.197 -3.414 -1.057
C19 -0.651 4.897 0.319
C20 1.276 3.576 -2.749
C21 3.666 -1.748 2.404
C22 0.494 3.291 1.874
H31 2.873 1.229 0.816
P2 1.765 -1.379 0.281
C23 -0.653 2.114 -3.412
H32 -4.851 2.522 -0.753
C24 -0.082 -3.759 3.172
H33 -2.093 -1.058 3.370
C25 -4.005 1.996 -0.333
H34 2.907 -1.673 3.184
H35 2.951 -4.355 0.409
C26 2.277 -2.721 -0.878
H36 4.613 -1.393 2.817
H37 -4.241 -4.461 -2.514
C27 3.102 0.577 1.660
H38 1.179 4.058 -3.724
H39 3.625 -4.356 -1.213
H40 -5.201 0.635 0.824
H41 -2.576 3.188 -1.341
H42 1.441 -4.107 -2.281

These are the Löwdin partial charges, in e, on atoms 1 to 8: atom 1 (C): -0.11, atom 2 (H): 0.07, atom 3 (H): 0.10, atom 4 (C): -0.05, atom 5 (C): -0.12, atom 6 (H): 0.09, atom 7 (N): 0.21, atom 8 (H): 0.08

---

Entry 4:
DFT (the ωB97M-V functional and the def2-TZVPD basis) results for the ion C16H34N5O2S2 with charge +1 in a non-equilibrium geometry.

Results
Structure (SMILES): CCC(=O)OCC/[NH+]=C(/NCCCSC(=S)N(CC)CC)NCNC
HOMO, eV: -10.85
Electronic energy, hartree: -1850.4259
Kohn-Sham gap, eV: 8.0
Total charge: +1
F_max, eV/A: 2.27

Atoms and positions in Å:
H1 3.542 -2.153 0.243
N1 1.422 -2.478 0.072
O1 -2.635 -1.552 -2.645
H2 -6.227 -2.167 -2.164
H3 3.050 -2.008 -1.854
H4 -0.898 1.701 3.611
C1 -5.564 -1.899 -2.978
C2 1.515 2.863 2.938
C3 -2.369 -2.684 -1.838
H5 0.358 2.699 -2.231
C4 -1.218 -2.411 -0.886
C5 -1.325 2.683 3.456
H6 -0.177 -1.773 -2.620
S1 -0.142 0.812 0.721
C6 1.102 0.681 -2.323
N2 -0.032 -2.072 -1.666
H7 -4.782 0.028 -3.613
H8 0.273 0.335 -1.721
C7 -0.779 3.407 2.215
H9 3.539 -2.975 2.231
C8 0.735 2.195 0.771
H10 1.336 3.585 3.726
H11 3.057 0.113 -2.913
C9 1.285 2.170 -2.037
H12 2.015 2.565 -2.743
H13 -2.393 2.532 3.310
H14 -6.142 -1.822 -3.893
H15 -1.234 3.291 4.351
H16 1.322 1.851 3.309
C10 2.607 -1.942 0.768
H17 2.511 -0.858 0.809
H18 0.808 0.583 -3.370
H19 1.488 -1.002 2.936
S2 1.981 2.617 -0.423
C11 -3.521 -0.652 -2.067
H20 -4.855 -2.706 -3.138
H21 3.195 3.806 1.952
C12 2.988 2.917 2.540
H22 -3.219 -2.990 -1.231
N3 2.653 -2.522 2.082
O2 -3.164 0.029 -1.117
H23 3.199 -0.915 3.391
H24 -2.118 -3.513 -2.496
C13 2.371 -0.097 -2.095
H25 -5.470 0.046 -2.019
C14 -4.878 -0.556 -2.699
H26 3.224 2.052 1.921
H27 -1.486 -1.559 -0.265
H28 2.881 0.209 -1.185
H29 3.623 2.859 3.416
C15 2.370 -1.590 3.172
H30 -1.453 3.229 1.387
H31 1.365 -3.485 0.185
H32 -0.811 4.477 2.411
H33 -1.039 -3.289 -0.277
N4 0.612 3.122 1.812
N5 2.162 -1.580 -2.083
H34 2.154 -2.155 4.074
C16 1.191 -2.054 -1.216

These are the Löwdin partial charges, in e, on atoms 1 to 8: atom 1 (H): 0.13, atom 2 (N): 0.11, atom 3 (O): -0.04, atom 4 (H): 0.08, atom 5 (H): 0.13, atom 6 (H): 0.05, atom 7 (C): -0.06, atom 8 (C): -0.24

---

Entry 5:
DFT (the ωB97M-V functional and the def2-TZVPD basis) results for a structure of composition C46H56AsBF4N6OSi2Y in a non-equilibrium geometry.

Results
Energy relative to the best compared isomer or geometry (same formula, charge and spin), kcal per mole: 24.1
HOMO (alpha / beta), eV: -10.05 / -8.83
Electronic energy, hartree: -5467.8356
Kohn-Sham gap (alpha / beta), eV: 6.3 / 5.1
Total charge: +1
F_max, eV/A: 3.99

Atoms and positions in Å:
F1 -3.488 -0.501 -1.226
C1 -0.160 0.249 1.746
Si1 0.661 -4.936 -1.416
H1 -3.962 -3.019 0.519
Y1 -1.802 1.307 -0.694
H2 0.737 -0.363 -2.590
H3 9.987 0.817 6.228
H4 -1.199 5.995 -3.266
H5 0.460 -4.431 -3.838
H6 1.024 1.872 -4.444
C2 -1.322 4.044 -2.170
C3 -4.183 0.798 -4.023
H7 -3.451 0.429 2.285
C4 -0.633 0.462 4.182
H8 -3.711 4.283 -1.564
H9 -3.958 -6.229 0.601
H10 2.779 -3.581 -0.837
C5 2.159 0.012 0.839
C6 1.231 -4.945 -3.252
H11 -1.029 2.995 -5.502
C7 9.540 0.133 6.941
N1 3.877 -0.093 2.575
H12 -4.522 -5.784 -2.572
C8 0.866 0.854 -4.882
C9 -1.633 0.785 -4.074
C10 -3.432 -5.594 -2.429
C11 5.947 0.130 6.988
C12 1.708 0.223 3.262
C13 -2.919 -1.252 -4.466
C14 5.006 0.027 4.786
H13 1.056 0.968 -5.955
H14 -3.048 -5.234 -3.426
H15 3.793 -0.066 6.542
C15 -4.347 -3.363 -0.467
H16 -4.370 6.046 1.674
C16 -0.854 5.464 -2.372
H17 0.714 2.987 0.403
C17 4.852 0.022 6.179
C18 3.047 -0.105 -0.210
O1 8.230 0.542 7.303
N2 -1.548 3.605 -0.934
C19 -0.860 4.298 1.251
H18 -4.195 1.508 -3.181
H19 -3.807 -1.852 -4.340
As1 -1.070 -3.330 -1.115
C20 0.745 0.068 0.633
C21 -3.087 4.929 0.343
C22 -1.824 4.300 0.218
F2 -3.968 1.594 -0.335
H20 -2.742 -5.368 1.562
C23 2.261 -4.483 -0.531
F3 -4.900 -0.420 0.524
H21 10.139 0.089 7.838
H22 -4.980 0.124 -3.777
H23 -4.458 1.327 -4.936
H24 -1.110 6.001 -1.484
H25 2.958 -5.342 -0.645
H26 -0.057 4.263 -4.642
H27 -5.319 -3.898 -0.309
C24 0.406 -6.737 -0.879
H28 5.897 0.213 8.065
C25 -0.555 -1.176 -5.012
H29 -4.474 -2.516 -1.175
H30 6.300 0.017 3.116
C26 -1.732 -1.873 -4.862
H31 1.994 -4.302 0.563
H32 -2.254 -6.613 0.311
H33 2.304 0.470 5.365
H34 1.160 -7.454 -1.302
N3 -1.465 0.510 1.493
C27 2.600 0.082 2.171
H35 -2.656 6.112 3.488
C28 0.335 0.370 3.109
C29 0.563 3.802 1.186
H36 3.181 -0.079 -2.339
C30 -1.278 4.784 2.475
C31 1.175 -0.186 -1.620
C32 3.838 0.031 3.964
H37 1.312 -5.968 -3.593
C33 -2.926 -5.778 0.550
N4 -1.522 1.845 -3.130
H38 9.540 -0.911 6.489
C34 7.234 0.375 6.445
C35 -2.903 0.115 -4.223
C36 7.356 0.329 5.023
H39 -2.993 -6.603 -2.424
C37 -2.322 0.471 2.496
H40 -1.746 -2.952 -4.933
C38 -1.322 3.159 -3.327
H41 0.779 3.390 2.175
H42 -0.283 0.539 5.244
H43 2.125 -4.392 -3.432
H44 0.663 -6.734 0.181
H45 8.372 0.473 4.600
H46 -0.656 4.515 3.361
H47 1.351 4.544 0.959
C39 -0.473 0.197 -4.685
N5 0.257 0.111 -0.679
C40 -4.100 4.862 -0.760
H48 0.260 5.342 -2.422
H49 -1.819 4.499 -4.854
F4 -5.538 0.443 -1.613
H50 -2.783 0.541 4.562
C41 6.263 0.095 4.207
Si2 -3.023 -4.548 -0.912
H51 4.120 -0.089 0.016
H52 -5.065 4.405 -0.419
C42 -1.026 3.756 -4.669
C43 -2.443 5.549 2.578
C44 2.534 -0.123 -1.493
C45 -3.389 5.589 1.561
H53 1.594 0.159 -4.498
H54 -0.569 -7.178 -1.010
N6 2.557 0.239 4.374
H55 -4.394 5.907 -1.075
C46 -1.962 0.439 3.848
H56 0.342 -1.636 -5.480
B1 -4.573 0.209 -0.671

These are the Löwdin partial charges, in e, on atoms 1 to 8: atom 1 (F): 0.06, atom 2 (C): -0.15, atom 3 (Si): 0.22, atom 4 (H): 0.04, atom 5 (Y): 1.71, atom 6 (H): 0.09, atom 7 (H): 0.09, atom 8 (H): 0.09

---

Entry 6:
DFT (the ωB97M-V functional and the def2-TZVPD basis) results for a structure of composition C25H36F7GaN11 in a non-equilibrium geometry.

Results
HOMO, eV: -4.89
Electronic energy, hartree: -4200.2704
Kohn-Sham gap, eV: 6.7
Total charge: -1
F_max, eV/A: 1.78

Atoms and positions in Å:
F1 0.861 0.027 0.640
H1 4.036 1.979 -1.016
N1 -0.228 -6.132 1.137
H2 0.749 -3.997 1.635
N2 -2.701 -0.702 3.198
N3 -4.788 1.996 -3.291
C1 -3.753 1.098 -5.499
H3 -6.465 2.555 -1.586
Ga1 0.056 -2.619 1.288
C2 -2.477 4.278 6.233
C3 3.700 2.374 -1.973
C4 3.205 -4.186 6.114
C5 -4.338 1.602 -4.263
H4 -6.424 2.598 0.185
N4 3.599 -1.626 6.312
C6 3.103 1.186 5.740
C7 2.414 -0.982 -8.722
C8 -8.121 3.468 -0.681
H5 -1.581 3.994 6.782
H6 -4.012 -0.251 -2.118
H7 -2.714 0.824 -5.328
H8 2.956 -0.039 -8.708
H9 -3.225 3.496 6.345
C9 2.460 2.152 -5.455
H10 -3.800 1.866 -6.268
H11 3.189 0.450 4.948
C10 -6.697 3.154 -0.710
F2 3.268 -3.064 2.043
C11 1.756 1.735 5.736
H12 -6.118 4.073 -0.748
H13 2.824 1.817 -2.296
C12 0.964 -6.822 -1.062
H14 1.426 3.900 -5.959
F3 4.575 -1.385 2.192
N5 -2.239 -2.801 -1.766
H15 -0.591 -2.663 -0.137
F4 3.398 0.056 0.633
N6 -1.871 4.576 3.727
H16 2.697 -1.565 -7.848
H17 0.889 -6.014 -1.787
C13 -2.031 0.208 3.333
H18 2.896 -4.578 7.081
H19 -4.301 0.221 -5.834
N7 -9.235 3.715 -0.659
N8 0.664 2.065 5.748
H20 0.422 2.595 -5.299
F5 2.630 -1.516 -0.612
H21 2.015 -7.025 -0.862
N9 3.305 1.406 -5.632
H22 -0.230 0.980 3.999
C14 -2.149 4.446 4.825
C15 -1.098 1.317 3.458
C16 0.980 -0.721 -8.701
H23 3.834 1.978 5.577
H24 1.478 3.534 -4.225
H25 2.427 -4.383 5.384
H26 3.296 0.707 6.689
N10 -0.141 -0.510 -8.684
H27 -0.794 1.649 2.466
H28 -1.038 -2.281 2.375
H29 -2.868 5.210 6.635
H30 2.676 -1.534 -9.622
H31 -1.551 2.143 3.987
C17 1.381 3.103 -5.221
H32 4.493 2.251 -2.708
C18 3.807 -2.079 1.366
N11 3.101 4.893 -1.747
C19 2.779 -1.175 0.657
F6 4.612 -2.629 0.448
H33 -3.927 -0.558 -0.374
F7 1.659 -0.505 2.591
H34 4.124 -4.677 5.803
C20 1.426 -1.020 1.342
C21 -4.078 -1.017 -1.350
C22 3.425 -2.750 6.217
H35 -5.068 -1.468 -1.382
C23 -3.061 -2.032 -1.583
C24 3.365 3.786 -1.846
H36 0.499 -7.716 -1.473
C25 0.293 -6.435 0.170

These are the Löwdin partial charges, in e, on atoms 1 to 8: atom 1 (F): -0.02, atom 2 (H): 0.07, atom 3 (N): 0.13, atom 4 (H): -0.14, atom 5 (N): 0.11, atom 6 (N): 0.15, atom 7 (C): -0.06, atom 8 (H): 0.03

---

Entry 7:
DFT (the ωB97M-V functional and the def2-TZVPD basis) results for a structure of composition C2H12CeN3S in a non-equilibrium geometry.

Results
HOMO (alpha / beta), eV: -11.75 / -11.75
Electronic energy, hartree: -1120.5602
Kohn-Sham gap (alpha / beta), eV: 8.2 / 8.2
Total charge: +1
F_max, eV/A: 4.96

Atoms and positions in Å:
H1 -3.336 -3.119 2.373
N1 -2.841 -2.545 1.683
H2 2.866 0.246 0.051
C1 -1.561 -2.899 1.354
C2 2.233 0.220 -0.825
Ce1 0.451 0.201 0.419
H3 -1.547 -4.353 2.815
N2 -1.002 -3.837 2.136
H4 -0.088 -4.222 1.832
H5 2.299 1.366 -1.499
H6 -2.463 0.317 0.051
H7 -3.416 -2.070 0.991
S1 -0.712 -2.250 0.022
H8 -2.310 0.402 1.738
H9 -2.242 1.820 0.807
H10 0.006 1.905 -0.126
N3 -2.038 0.814 0.855
H11 -0.519 0.201 -1.386
H12 2.021 -0.636 -1.512

These are the Löwdin partial charges, in e, on atoms 1 to 8: atom 1 (H): 0.13, atom 2 (N): 0.11, atom 3 (H): -0.01, atom 4 (C): -0.83, atom 5 (C): -0.32, atom 6 (Ce): 0.72, atom 7 (H): 0.12, atom 8 (N): 0.11

---

Entry 8:
DFT (the ωB97M-V functional and the def2-TZVPD basis) results for a structure of composition C16H18F24HfO10P4 in a non-equilibrium geometry.

Results
HOMO (alpha / beta), eV: -12.96 / -12.96
Electronic energy, hartree: -5183.4849
Kohn-Sham gap (alpha / beta), eV: 5.6 / 3.6
Total charge: +1
2S+1: 2
F_max, eV/A: 7.74

Atoms and positions in Å:
H1 -16.406 13.214 37.463
F1 -12.231 15.966 38.067
F2 -12.704 10.883 38.522
H2 -10.818 15.460 28.017
Hf1 -12.865 12.934 35.193
C1 -10.838 18.714 34.782
H3 -12.211 10.033 33.264
H4 -10.789 20.672 34.890
P1 -9.825 11.628 35.293
F3 -14.810 10.029 37.763
C2 -12.393 13.288 31.535
H5 -15.717 10.772 33.377
F4 -13.119 10.927 36.361
C3 -8.951 17.498 33.915
O1 -13.834 11.271 33.965
F5 -8.370 12.371 35.425
O2 -12.941 14.624 27.506
F6 -15.192 14.727 32.102
C4 -9.452 18.814 34.236
F7 -13.992 14.535 33.932
H6 -15.290 10.099 34.924
F8 -10.516 11.848 36.762
H7 -10.612 14.458 31.460
F9 -9.300 10.148 35.792
C5 -9.672 16.344 33.979
F10 -13.352 8.580 38.620
O3 -8.764 19.879 34.181
H8 -13.635 10.073 32.313
H9 -8.262 15.206 33.331
C6 -15.955 12.105 34.841
F11 -13.637 8.711 36.215
F12 -15.369 17.078 32.542
F13 -11.660 13.982 36.947
O4 -15.223 12.980 35.747
O5 -12.278 13.024 32.720
F14 -10.575 13.070 35.004
C7 -11.067 16.277 34.459
F15 -14.150 14.882 38.778
F16 -11.658 9.354 37.025
H10 -12.611 17.667 35.237
H11 -17.081 13.820 35.895
P2 -14.807 15.763 33.247
O6 -14.470 12.182 31.154
H12 -14.546 12.992 28.994
O7 -11.700 15.219 34.475
C8 -11.570 14.589 29.542
C9 -12.682 14.245 28.655
C10 -13.295 10.113 33.348
O8 -10.513 15.156 28.874
F17 -11.954 13.709 39.088
F18 -9.596 11.391 33.670
C11 -16.187 13.682 36.503
H13 -13.562 9.245 33.950
H14 -7.938 17.335 33.580
H15 -16.327 12.688 33.998
F19 -13.559 13.056 37.513
C12 -11.588 17.587 34.900
F20 -13.494 14.790 36.526
C13 -13.648 13.424 29.412
F21 -14.464 16.523 34.685
O9 -9.122 15.123 33.750
F22 -13.371 16.094 32.561
C14 -11.438 14.137 30.842
P3 -12.848 14.430 37.955
P4 -13.214 9.758 37.411
H16 -16.807 11.645 35.343
O10 -11.308 19.908 35.154
F23 -16.195 15.299 33.896
C15 -13.522 12.978 30.636
F24 -11.240 11.194 34.804
C16 -15.187 10.990 34.305
H17 -15.772 14.673 36.685
H18 -14.987 11.730 30.483

These are the Löwdin partial charges, in e, on atoms 1 to 8: atom 1 (H): 0.12, atom 2 (F): -0.13, atom 3 (F): -0.16, atom 4 (H): 0.12, atom 5 (Hf): 2.32, atom 6 (C): -0.10, atom 7 (H): 0.11, atom 8 (H): 0.15